1.
This record from OMol25 describes a molecular structure, C37H28CsN8O4PS. The level of theory is ωB97M-V/def2-TZVPD.

Last column: Mulliken charge in e.
Geometry (Å):
Cs 0.3347 0.7180 1.7320  1.172
S 3.5413 -3.8259 3.6572  -0.439
P 0.1622 -0.2521 -3.1419  0.893
O 0.6075 -0.7628 -1.5043  -0.161
O -0.3896 4.3694 5.2330  -0.706
O 1.8643 -2.3009 -0.5638  -0.772
O -2.2721 4.7537 3.2840  -0.701
N 1.0489 1.1987 4.7388  -0.080
N 1.2848 -4.1229 2.1311  0.147
N -0.6523 3.3960 0.4538  0.086
N 1.0628 -4.8844 4.1680  0.235
N -2.5657 -0.3853 2.0171  -0.751
N -3.8560 -2.3758 2.6492  -0.781
N -0.4051 3.2508 3.1926  -0.210
N -3.4308 -3.8503 4.6138  -0.686
C 0.6042 3.0330 -5.3717  -0.575
C -2.0440 5.3817 0.6776  -0.703
C 0.1532 1.8830 -4.7845  -0.741
C 0.9518 -1.6115 -3.9785  -0.116
C 1.8581 0.3316 5.3729  -0.274
C 1.5676 -2.4283 -3.0252  0.236
C 0.7871 1.3159 -3.6013  0.933
C -3.5355 -3.1260 3.7108  0.593
C -1.3560 4.1279 2.7139  0.024
C -2.3239 0.8324 -2.9586  -0.463
C 1.9659 -4.2626 3.2901  -0.188
C -3.1807 -1.3598 2.2751  0.608
C 2.5694 3.0311 -3.8835  -0.477
C 2.1606 -3.9370 -4.8516  -0.606
C -0.5188 3.6399 -0.8182  -0.300
C 2.0872 1.8521 -3.2538  -0.610
C 0.7623 2.3794 5.2254  0.282
C 1.2606 2.7236 6.5442  -0.374
C 2.0283 1.8221 7.2402  -0.339
C -1.0889 4.7539 -1.4478  -0.481
C 1.5042 -5.3665 5.4844  -0.916
C 0.9402 -1.9363 -5.3547  -0.399
C -2.1307 -1.5171 -3.6925  -0.596
C -1.5719 -0.3874 -3.0848  0.497
C -3.5658 0.9235 -3.5561  -0.388
C -3.3766 -1.3803 -4.3432  -0.713
C -1.3111 4.2657 1.2376  0.394
C 2.3493 0.6034 6.6482  -0.604
C 1.5068 -3.1130 -5.7989  -0.530
C 1.8247 3.5976 -4.9568  -0.690
C 2.1946 -3.5702 -3.4891  -0.417
C -1.8950 5.6053 -0.6539  -0.333
C -0.0486 -4.4753 2.2856  -0.423
C -0.2042 -4.9356 3.5613  -0.367
C -0.1067 3.4014 4.5135  0.013
C 1.4189 -1.8534 -1.5987  0.203
C -4.1023 -0.1731 -4.2423  -0.598
H 2.5182 -5.7959 5.4679  0.297
H -0.9712 4.9307 -2.5272  0.453
H 2.7228 -4.8123 -5.1134  0.375
H 0.0388 3.4730 -6.2200  0.285
H -1.0980 -5.1764 4.1521  0.407
H 2.1726 -0.5842 4.8404  0.407
H 1.4126 -3.4191 -6.8388  0.405
H 2.1455 4.5597 -5.2906  0.315
H 0.4332 -1.2244 -6.0363  0.354
H 2.9335 -0.1822 7.0998  0.385
H -0.7980 1.4625 -5.1415  0.258
H 1.5638 -4.4710 6.0753  0.322
H -2.4838 6.3783 -1.1730  0.323
H 0.7268 -6.1105 5.8315  0.320
H 2.3223 2.0127 8.2566  0.391
H 2.5889 -4.2929 -2.7886  0.448
H 1.0407 3.7127 6.9640  0.377
H 2.7432 1.3185 -2.5432  0.286
H 1.7618 -3.7199 1.3493  0.189
H -5.0908 -0.1214 -4.6697  0.365
H -1.8923 1.6200 -2.3029  0.273
H -2.5563 6.0055 1.4610  0.369
H -1.6409 -2.4663 -3.6539  0.524
H -3.7884 -2.1558 -4.9722  0.368
H 3.5197 3.4846 -3.6088  0.374
H 0.1191 3.0438 -1.4617  0.547
H -0.8052 -4.3444 1.5261  0.439
H -4.1083 1.8771 -3.3777  0.338

Properties
**Gap between HOMO and LUMO (spin up / spin down)**: 3.971 / 3.876 eV
**Charge**: -2
**Energy relative to the best compared isomer or geometry (same formula, charge and spin)**: 3.4088 eV

---

2.
This record from OMol25 describes a molecular structure, C37H28N4O4SbTc. The level of theory is ωB97M-V/def2-TZVPD.

Last column: Löwdin spin population.
Geometry (Å):
Sb -2.2502 1.4436 -0.8915  0.020
Tc -0.5901 0.0235 0.9897  1.582
O -1.1800 -1.6825 0.3917  0.125
O -2.5945 -7.3787 2.3882  0.000
O 0.0553 -0.8586 2.6848  0.048
O -1.7894 -6.5695 4.2251  0.003
N 6.1869 -0.9608 -0.8256  0.082
N -2.1016 -6.5037 3.0588  0.001
N 5.5067 -0.4372 -2.8956  0.022
N 1.2876 -0.1653 0.0924  0.016
C -5.0551 1.4418 0.3779  0.001
C -1.2314 -4.2110 3.0695  0.001
C 8.5982 -1.3623 -1.3134  0.143
C -0.9802 -2.9843 2.4147  0.011
C -4.0147 3.6053 -2.0603  0.001
C -0.3715 2.7277 1.3485  0.019
C -6.2570 0.8747 0.7683  0.000
C -4.3368 4.8614 -2.5578  -0.001
C 9.5062 -1.3511 -2.3337  0.008
C -0.7645 2.7898 3.7302  0.046
C 6.8741 -0.7034 -2.9777  0.058
C -2.0847 5.6132 -2.1599  0.000
C 3.7979 -0.4387 -1.0608  0.017
C -4.0969 0.6627 -0.2737  0.000
C -0.2780 -1.9875 3.1297  0.002
C 7.2416 -1.0288 -1.6357  0.142
C 2.6838 -0.1513 -1.8435  0.015
C -6.5132 -0.4667 0.5041  0.002
C 5.1534 -0.6058 -1.6114  0.128
C -2.7234 3.3695 -1.6019  -0.005
C -1.9061 2.0115 3.5630  0.006
C -1.3699 -2.8191 1.0609  0.004
C 7.7735 -0.6849 -3.9992  0.088
C -2.2911 1.5983 2.2924  0.046
C 3.6276 -0.5868 0.3131  0.019
C -5.5676 -1.2444 -0.1471  0.000
C -2.2184 -5.0644 1.0405  -0.001
C -4.3585 -0.6822 -0.5349  0.002
C 1.4509 -0.0226 -1.2346  0.008
C 2.3636 -0.4466 0.8497  0.015
C 9.1097 -1.0218 -3.6474  0.259
C -1.8431 -5.2136 2.3773  0.012
C -1.7489 4.3612 -1.6714  0.001
C 0.0115 3.1266 2.6320  0.011
C -1.9819 -3.8766 0.3834  0.012
C -3.3791 5.8631 -2.5990  0.003
C -1.5621 2.0060 1.1489  0.007
H 10.5435 -1.5943 -2.1522  -0.003
H -3.6385 6.8408 -2.9819  0.000
H 7.5241 -0.4393 -5.0223  0.002
H -0.7309 4.1775 -1.3480  0.000
H -0.9452 -4.3658 4.1021  0.000
H -4.8706 2.4911 0.5795  0.000
H 0.5584 0.1867 -1.8064  0.000
H -2.2646 -3.7467 -0.6515  0.001
H -7.4579 -0.9022 0.8011  0.000
H 0.2331 3.0263 0.4991  0.002
H 0.0402 -2.1984 4.1528  -0.001
H -5.7780 -2.2831 -0.3648  0.000
H 2.7317 -0.0318 -2.9170  0.000
H 4.4673 -0.8117 0.9546  0.000
H -2.6928 -5.8978 0.5394  0.000
H -0.4765 3.1239 4.7179  0.002
H -7.0005 1.4788 1.2708  0.000
H -3.1850 0.9925 2.1717  0.004
H -4.7717 2.8317 -2.0386  0.000
H 4.9107 -0.1733 -3.6650  0.000
H 8.8622 -1.6069 -0.2935  0.004
H -5.3394 5.0527 -2.9156  0.000
H -3.6269 -1.2925 -1.0523  0.000
H 2.1950 -0.5499 1.9113  0.000
H 9.8552 -1.0242 -4.4326  0.010
H -2.4993 1.7299 4.4236  -0.001
H -1.3371 6.3935 -2.2054  0.000
H 0.9050 3.7229 2.7643  0.000

Properties
**Gap between HOMO and LUMO (spin up / spin down)**: 6.521 / 4.363 eV
**Multiplicity**: 4
**⟨S²⟩**: 3.79
**Charge**: +3

---

Computed calculated total energy (eV) in order:
-79605.903; -61679.891